Entry 1:
Molecular formula: C4H18O4
Method: DFT, ωB97M-V/def2-TZVPD

orbital gap	10.98	eV
HOMO	-10.622	eV
SMILES	CCCC.O.O.O.O
charge	0
energy above the lowest of the compared OMol25 structures with the same formula, charge and spin	29.3	kcal per mole

Positions of all 26 atoms, in Å:
C: 0.537872 0.590779 -3.663329
C: 0.515794 -0.920193 -3.947477
C: 0.102899 -1.637846 -2.621166
C: 0.451914 -3.085903 -2.704082
H: -0.424363 1.075958 -3.501748
H: 0.810505 1.113384 -4.583883
H: 1.414527 0.774730 -3.059016
H: 1.458944 -1.358040 -4.283930
H: -0.181312 -1.256484 -4.737726
H: 0.504565 -1.075205 -1.766438
H: -0.988905 -1.524514 -2.547830
H: 0.334214 -3.653760 -1.791324
H: 1.511812 -3.201268 -2.926812
H: -0.036092 -3.556139 -3.571612
O: 3.273186 0.046645 4.323582
H: 2.867920 -0.538098 4.972814
H: 3.913812 -0.492441 3.817888
O: -5.601078 1.493087 3.543219
H: -5.216635 1.916888 4.305762
H: -5.530687 1.944836 2.719610
O: 0.602355 0.721846 1.534602
H: 0.054133 0.794634 2.293621
H: 1.532457 0.703732 1.765353
O: -0.935072 3.819962 5.363964
H: -0.305718 3.427056 4.765844
H: -0.667039 3.876355 6.300109

Atoms 1-6, force components in eV/Å:
C 0.81 -0.31 -2.74
C -1.08 -0.49 1.06
C -0.68 0.92 -0.94
C 0.88 -0.68 -0.32
H 0.11 -0.41 1.16
H 0.22 -0.05 -0.37

Mulliken atomic charge list, values in e, 2 entries: C -1.254; C -0.507

***

Entry 2:
Molecular formula: C4H18O6V
Method: DFT, ωB97M-V/def2-TZVPD

orbital gap (alpha / beta)	2.30 / 6.79	eV
HOMO (alpha / beta)	0.296 / -4.264	eV
spin multiplicity	5
charge	-1

Positions of all 29 atoms, in Å:
V: -0.544870 0.461080 0.021125
C: 3.136250 2.041301 0.534254
C: 2.025676 2.720321 -0.222165
O: 0.782408 2.319468 0.260160
H: 3.194863 0.975605 0.312995
H: 3.153767 2.077398 1.623517
H: 4.107786 2.428919 0.227717
H: 2.113768 2.518158 -1.289625
H: 2.171673 3.793699 -0.101147
C: -1.089604 -3.482406 -0.349404
C: -2.137890 -2.461277 0.196776
O: -2.107061 -1.182064 -0.328735
H: -1.349280 -3.636580 -1.396738
H: -1.358385 -4.477487 0.005093
H: -0.037568 -3.215737 -0.450466
H: -2.031201 -2.396659 1.279619
H: -3.081203 -2.983523 0.037060
O: -2.288844 1.489624 0.990093
H: -2.411626 2.147343 1.674618
H: -3.130260 1.036111 0.939336
O: 0.258235 -0.285512 2.002778
H: 0.980973 0.067578 2.521628
H: 0.146095 -1.179880 2.324886
O: 0.877676 -0.738540 -1.117146
H: 1.716588 -1.171661 -0.959472
H: 0.657480 -0.963714 -2.021052
O: -1.123640 1.251088 -1.888006
H: -2.022261 1.458830 -2.144047
H: -0.609544 1.388515 -2.683651

Atoms 1-6, force components in eV/Å:
V 0.51 0.05 -0.21
C 1.39 -0.78 -0.25
C -1.39 -0.69 1.15
O -0.83 -0.82 0.03
H -0.25 -0.20 -0.22
H -0.64 0.52 0.13

Mulliken atomic charge list, values in e, 2 entries: V -3.080; C -1.048

***

Entry 3:
Molecular formula: C4H19AgN6O9
Method: DFT, ωB97M-V/def2-TZVPD

orbital gap (alpha / beta)	10.54 / 5.21	eV
HOMO (alpha / beta)	-15.699 / -15.695	eV
spin multiplicity	3
charge	+2

Positions of all 39 atoms, in Å:
Ag: -0.043302 -0.461181 -0.092770
O: -3.948618 -0.121568 -2.285511
C: -3.219179 0.323398 -1.293911
O: -2.041614 -0.016815 -1.218941
O: -3.623504 1.198952 -0.541366
H: -3.283614 -0.682818 -2.690923
O: 1.976329 -0.472243 -1.141787
H: 2.605836 -1.157618 -0.917695
H: 2.455899 0.111107 -1.729955
O: -0.781066 -2.037485 1.397222
H: -1.305341 -1.566440 2.044903
H: -0.457492 -2.807620 1.864580
O: -1.766458 0.532157 1.562361
H: -2.366135 0.898311 0.912320
H: -2.133598 0.799450 2.404975
C: 0.687065 -3.514586 -1.732293
O: 0.156485 -2.458490 -1.382354
N: 1.971653 -3.725001 -1.781806
N: 0.221529 -4.391060 -2.493061
H: 2.517799 -3.088502 -1.219055
H: 2.283563 -4.600320 -2.177555
H: 0.466859 -5.324796 -2.789810
H: -0.766052 -4.285406 -2.676385
C: 0.201438 2.903250 -0.816055
O: 0.487906 1.768873 -0.408132
N: 1.146532 3.750550 -1.092827
N: -1.037813 3.256756 -1.037406
H: 2.036401 3.314159 -0.898376
H: 0.990504 4.560067 -1.676293
H: -1.082892 4.250920 -1.209742
H: -1.806651 2.625757 -0.861791
C: 1.121658 0.946310 2.877460
O: 0.990214 0.213684 1.867059
N: 1.317948 2.192105 2.638944
N: 1.110510 0.648968 4.174171
H: 1.762210 2.682663 3.401895
H: 1.410390 2.569653 1.706734
H: 1.150077 1.350508 4.899683
H: 0.594523 -0.185647 4.413491

Atoms 1-6, force components in eV/Å:
Ag 0.47 0.72 1.76
O 0.02 0.26 1.04
C -1.47 -0.84 -3.22
O 1.55 -0.15 0.83
O -0.37 1.49 1.87
H -0.19 -0.93 -1.28

Mulliken atomic charge list, values in e, 2 entries: Ag 1.201; O -0.403

***

Entry 4:
Molecular formula: C4H19N2O5
Method: DFT, ωB97M-V/def2-TZVPD

orbital gap	10.86	eV
HOMO	-13.377	eV
charge	+1
energy above the lowest of the compared OMol25 structures with the same formula, charge and spin	26.6	kcal per mole

Positions of all 30 atoms, in Å:
N: -0.382873 -1.860666 0.344907
C: 0.362821 -1.391108 -0.889948
C: -0.610299 -0.969507 -2.013935
N: -1.512213 0.130692 -1.586918
C: -0.843193 1.442875 -1.441497
C: -0.444500 1.695001 0.005985
O: -0.643760 0.874973 0.885843
H: -0.753026 -2.805337 0.202979
H: -1.238398 -1.183509 0.554329
H: 0.204513 -1.797767 1.174351
H: 0.977469 -0.529878 -0.600195
H: 1.029562 -2.225229 -1.209930
H: -1.274964 -1.844232 -2.305933
H: -0.034074 -0.730256 -2.896404
H: -2.286828 0.213989 -2.291640
H: 0.097951 1.531138 -2.093357
H: -1.523419 2.227127 -1.778583
H: -0.029903 2.654728 0.217998
H: 2.420002 1.008553 -0.125360
H: 2.602267 2.217941 -1.118227
O: 1.929946 1.675514 -0.732429
H: 3.846834 0.187831 1.493850
H: 2.387708 -0.340231 1.574249
O: 3.051739 -0.072329 0.980261
H: -2.748504 -0.104406 1.607653
H: -2.721176 -0.130701 0.123041
O: -2.731424 -0.701661 0.932923
H: 0.363029 0.132261 2.154391
H: 0.892084 -0.532383 3.463194
O: 0.926687 -0.589420 2.506407

Atoms 1-6, force components in eV/Å:
N -0.99 0.98 -0.94
C -0.05 -0.27 -0.14
C -1.20 -1.11 0.68
N -0.46 0.19 -1.19
C 0.80 -0.68 -0.69
C -0.70 -0.63 -0.63

Mulliken atomic charge list, values in e, 2 entries: N -0.099; C 0.138

***

Entry 5:
Molecular formula: C4H19NO7
Method: DFT, ωB97M-V/def2-TZVPD

orbital gap	10.13	eV
HOMO	-9.916	eV
SMILES	N[C@H](C=O)CCO.O.O.O.O.O
charge	0
energy above the lowest of the compared OMol25 structures with the same formula, charge and spin	44.0	kcal per mole

Positions of all 31 atoms, in Å:
N: 1.582586 0.099846 0.386166
C: 0.276414 0.825245 0.279169
C: 0.572243 2.008406 -0.605978
O: 1.268690 1.944719 -1.588710
C: -0.180870 1.186383 1.716659
C: -0.580305 -0.107389 2.420974
O: -1.369703 -0.887291 1.515885
H: 2.388263 0.706229 0.271661
H: 1.660609 -0.535714 1.166988
H: -0.405690 0.181978 -0.265645
H: 0.061748 2.957692 -0.353985
H: -1.003802 1.905446 1.688173
H: 0.678494 1.677441 2.176449
H: -1.245513 0.047979 3.274704
H: 0.308733 -0.625869 2.793599
H: -0.980248 -1.750209 1.379144
O: -1.090224 -3.436013 0.538799
H: -1.746224 -3.864478 -0.060622
H: -0.466995 -3.022993 -0.098618
O: -2.107089 -0.549287 -2.710016
H: -1.140425 -0.398286 -2.778278
H: -2.071530 -1.160884 -1.961465
O: 0.600327 -1.769198 -1.576425
H: 1.012337 -1.051346 -1.031976
H: 1.351655 -2.302551 -1.863928
O: -3.130522 0.994771 -0.479019
H: -2.618975 0.304539 -0.042559
H: -3.043150 0.950452 -1.432790
O: 4.053263 1.691564 -0.664726
H: 3.844650 2.620455 -0.664277
H: 3.521240 1.358359 -1.429354

Atoms 1-6, force components in eV/Å:
N -0.61 -0.37 -1.05
C 2.13 -0.01 1.24
C -0.73 0.32 -0.33
O 0.11 0.04 0.18
C -0.26 0.11 -1.13
C -0.77 0.04 0.04

Mulliken atomic charge list, values in e, 2 entries: N -0.718; C 1.456

***

Entry 6:
Molecular formula: C4H19NO8S
Method: DFT, ωB97M-V/def2-TZVPD

orbital gap	6.10	eV
HOMO	-0.756	eV
charge	-2
energy above the lowest of the compared OMol25 structures with the same formula, charge and spin	69.4	kcal per mole

Positions of all 33 atoms, in Å:
O: 1.325019 2.266041 0.847307
C: 0.598153 1.332099 0.603854
N: 0.902547 0.108817 1.090116
C: -0.154696 -0.973691 1.125747
O: -0.899124 -0.831205 2.178803
C: -0.633114 1.458321 -0.390247
C: -0.392534 2.466685 -1.480327
S: -0.404824 1.864571 -3.169240
H: 1.474365 0.026812 1.951714
H: 0.392270 -1.922340 1.135858
H: -0.695689 -0.804579 0.034263
H: -0.618750 0.437800 -1.060747
H: -1.485621 1.546138 0.361842
H: -0.984704 3.386519 -1.425089
H: 0.654819 2.916160 -1.398040
H: 2.728566 1.330186 -1.449995
H: 1.878911 1.472170 -2.592796
O: 2.839187 1.608197 -2.329210
H: 0.299336 -2.391065 -2.362490
H: -0.462196 -3.294928 -1.384367
O: 0.280041 -3.290050 -1.916329
H: 2.702035 -1.173955 -1.395720
H: 2.344751 -2.612082 -1.152578
O: 3.171261 -1.983759 -1.199526
H: -3.719917 -0.355242 2.358577
H: -2.426464 -1.173009 2.614471
O: -3.443363 -1.264516 2.505312
H: -0.047187 -0.195200 3.625435
H: 0.216953 1.146762 3.282231
O: 0.342973 0.588189 4.135665
H: -3.052576 -2.488647 1.362624
H: -2.045150 -3.476361 1.137302
O: -2.803652 -3.176707 0.813025

Atoms 1-6, force components in eV/Å:
O 0.56 1.60 0.45
C -0.45 -0.45 -1.27
N -0.54 -1.96 0.45
C 0.31 1.00 -3.21
O -1.65 -0.01 2.19
C 1.16 -2.84 0.14

Mulliken atomic charge list, values in e, 2 entries: O -0.672; C 0.301

***

Entry 7:
Molecular formula: C4H20N2O6
Method: DFT, ωB97M-V/def2-TZVPD

orbital gap	9.53	eV
HOMO	-9.039	eV
SMILES	C[C@H](N)CC(N)=O.O.O.O.O.O
charge	0
energy above the lowest of the compared OMol25 structures with the same formula, charge and spin	45.3	kcal per mole

Positions of all 32 atoms, in Å:
C: -0.917260 1.555166 0.727994
C: -1.592146 0.584643 -0.307193
N: -2.943510 1.031720 -0.582746
C: -1.329821 -0.837021 0.218416
C: -0.001753 -1.551655 0.050570
N: 0.475320 -1.557583 -1.248055
O: 0.393053 -2.172194 1.026715
H: -1.140545 1.462240 1.851380
H: -1.333664 2.608678 0.547745
H: 0.178536 1.738223 0.540073
H: -1.031431 0.758746 -1.285048
H: -3.677626 0.436866 -0.202556
H: -3.081751 1.272181 -1.560466
H: -1.459726 -0.870282 1.285784
H: -2.145415 -1.424103 -0.149989
H: 1.374182 -1.958713 -1.493400
H: 0.129457 -0.880391 -2.005909
O: 3.221696 -1.305631 0.623050
H: 3.688796 -1.446882 1.451787
H: 2.446042 -1.868803 0.723527
O: -0.904696 -2.614116 3.618327
H: -1.666939 -2.087716 3.876630
H: -0.388083 -1.896464 3.243167
O: 0.353246 0.352115 -3.149232
H: -0.021990 0.570255 -3.994241
H: 0.742251 1.079730 -2.654863
O: 1.807275 0.878537 0.708782
H: 2.598754 0.287938 0.590981
H: 1.246838 0.373599 1.305914
O: 1.429849 2.432481 -1.513789
H: 1.489545 1.902360 -0.707849
H: 2.061520 3.146073 -1.535508

Atoms 1-6, force components in eV/Å:
C -0.25 2.98 0.07
C 2.54 1.53 0.06
N -0.54 -0.62 0.20
C -0.91 0.64 -0.06
C -1.25 0.24 -2.31
N -0.30 0.69 0.30

Mulliken atomic charge list, values in e, 2 entries: C -1.412; C 1.282